No. 1
C47H86F30N10O21S10 | ωB97M-V/def2-TZVPD

The calculation puts the largest force on an atom at 7.787 eV Å⁻¹. The spin multiplicity is 1. Its total charge is 0. The calculation puts the frontier orbital gap at 3.88 eV. The calculation puts the energy above the lowest of the compared OMol25 structures with the same formula, charge and spin at 12.201 eV. Its HOMO energy is -0.2616 Eh.

Each line ends with the Löwdin charge.
Geometry (Å):
1 C 21.492 -6.365 -1.273  0.0312
2 N 20.647 -6.536 0.048  -0.2528
3 C 21.188 -7.692 0.888  0.0358
4 C 20.774 -5.237 0.819  -0.0085
5 C 19.104 -6.771 -0.356  -0.0543
6 C 18.477 -8.189 -0.656  -0.1705
7 O 19.226 -8.712 -1.723  -0.0458
8 H 21.536 -7.252 -1.904  0.1028
9 H 22.473 -5.956 -1.029  0.0696
10 H 20.921 -5.637 -1.849  0.0841
11 H 22.077 -7.469 1.479  0.0962
12 H 21.244 -8.636 0.346  0.1207
13 H 20.379 -7.896 1.590  0.0703
14 H 20.050 -5.322 1.629  0.0739
15 H 20.538 -4.296 0.323  0.0953
16 H 21.786 -5.122 1.207  0.0682
17 H 18.808 -5.906 -0.950  0.0968
18 H 18.557 -6.542 0.558  0.0795
19 H 17.465 -7.997 -1.010  0.1210
20 H 18.354 -8.715 0.291  0.1363
21 H 18.721 -8.770 -2.538  0.1021
22 C 15.009 -5.783 -1.585  -0.0573
23 C 16.087 -4.799 -2.159  -0.2046
24 C 15.604 -3.332 -2.035  -0.0751
25 N 16.704 -2.297 -2.418  -0.2361
26 C 17.678 -2.189 -1.264  0.0141
27 C 16.131 -0.932 -2.632  -0.0960
28 C 17.271 -0.252 -3.368  -0.1631
29 C 17.752 -1.270 -4.373  -0.1475
30 C 17.521 -2.576 -3.684  -0.1068
31 H 14.300 -6.121 -2.342  0.0856
32 H 14.359 -5.384 -0.806  0.0832
33 H 15.500 -6.643 -1.131  0.0621
34 H 16.352 -5.122 -3.166  0.1085
35 H 16.983 -4.871 -1.542  0.0656
36 H 15.242 -3.203 -1.015  0.1383
37 H 14.791 -3.161 -2.741  0.1378
38 H 18.275 -3.090 -1.125  0.0845
39 H 17.143 -1.949 -0.345  0.1197
40 H 18.513 -1.541 -1.530  0.1031
41 H 15.811 -0.498 -1.685  0.1518
42 H 15.312 -1.064 -3.340  0.1451
43 H 18.103 0.047 -2.730  0.1138
44 H 16.758 0.578 -3.854  0.1321
45 H 18.756 -1.031 -4.724  0.1338
46 H 17.033 -1.302 -5.191  0.1267
47 H 18.345 -3.257 -3.471  0.1340
48 H 16.958 -3.106 -4.452  0.1346
49 C 11.506 -7.625 5.523  -0.0846
50 C 12.940 -8.112 5.728  -0.2061
51 C 13.631 -7.469 7.019  -0.0505
52 N 14.546 -8.485 7.864  -0.2115
53 C 13.721 -9.563 8.588  0.0566
54 C 15.621 -9.103 6.858  -0.0731
55 C 16.901 -9.394 7.624  -0.1297
56 C 16.785 -8.691 9.043  -0.0960
57 C 15.543 -7.755 8.840  -0.0699
58 H 11.529 -6.586 5.194  0.0718
59 H 10.895 -7.716 6.421  0.0751
60 H 11.027 -8.144 4.693  0.0712
61 H 13.533 -7.824 4.860  0.0948
62 H 13.034 -9.197 5.713  0.0828
63 H 12.843 -7.259 7.742  0.1086
64 H 14.193 -6.553 6.833  0.0915
65 H 14.360 -10.331 9.023  0.1107
66 H 12.971 -9.961 7.904  0.0997
67 H 13.354 -8.885 9.358  0.0786
68 H 15.151 -9.936 6.335  0.1301
69 H 15.689 -8.179 6.284  0.0994
70 H 17.070 -10.471 7.632  0.1226
71 H 17.770 -8.987 7.107  0.0816
72 H 16.619 -9.369 9.880  0.1082
73 H 17.746 -8.236 9.282  0.1052
74 H 15.045 -7.607 9.798  0.0940
75 H 15.753 -6.812 8.335  0.1115
76 C 22.876 -5.205 7.427  -0.0751
77 C 21.892 -4.307 6.663  -0.2204
78 C 21.900 -2.817 7.002  -0.0868
79 N 20.648 -2.063 6.454  -0.2236
80 C 20.646 -2.204 4.952  0.0040
81 C 20.745 -0.608 6.830  -0.1243
82 C 19.354 -0.062 6.823  -0.1711
83 C 18.437 -1.181 7.177  -0.1305
84 C 19.262 -2.453 7.017  -0.0670
85 H 22.727 -6.274 7.276  0.0887
86 H 22.734 -5.019 8.492  0.0797
87 H 23.927 -4.970 7.261  0.0696
88 H 20.895 -4.620 6.975  0.1139
89 H 22.057 -4.558 5.615  0.0807
90 H 22.785 -2.305 6.624  0.1304
91 H 21.819 -2.675 8.080  0.1383
92 H 21.545 -1.696 4.603  0.0965
93 H 19.766 -1.732 4.516  0.1101
94 H 20.679 -3.220 4.557  0.0818
95 H 21.547 -0.077 6.315  0.1371
96 H 21.059 -0.601 7.874  0.1393
97 H 19.002 0.302 5.858  0.1155
98 H 19.317 0.790 7.502  0.1296
99 H 17.520 -1.293 6.599  0.1185
100 H 18.145 -1.133 8.226  0.1336
101 H 18.820 -3.270 6.447  0.1065
102 H 19.386 -2.983 7.962  0.1444
103 C 23.724 -5.699 3.379  -0.0350
104 C 24.418 -5.460 1.954  -0.2173
105 C 24.986 -4.082 1.636  -0.1085
106 N 26.063 -3.983 0.480  -0.2251
107 C 25.291 -4.168 -0.797  0.0114
108 C 27.237 -5.005 0.565  -0.0830
109 C 28.372 -4.348 -0.205  -0.1547
110 C 28.289 -2.837 0.091  -0.1281
111 C 26.825 -2.612 0.566  -0.0509
112 H 22.653 -5.498 3.349  0.0374
113 H 24.172 -4.989 4.074  0.0733
114 H 23.866 -6.742 3.659  0.0957
115 H 23.814 -5.758 1.097  0.0639
116 H 25.273 -6.132 1.888  0.1007
117 H 25.545 -3.775 2.520  0.1272
118 H 24.131 -3.472 1.346  0.1258
119 H 24.917 -5.174 -0.984  0.1028
120 H 26.041 -3.858 -1.524  0.1071
121 H 24.441 -3.485 -0.787  0.1039
122 H 26.972 -6.010 0.237  0.1370
123 H 27.547 -5.119 1.604  0.1426
124 H 28.182 -4.533 -1.262  0.1085
125 H 29.409 -4.676 -0.132  0.1330
126 H 28.636 -2.232 -0.747  0.1197
127 H 29.017 -2.552 0.851  0.1182
128 H 26.234 -1.929 -0.044  0.1286
129 H 26.816 -2.282 1.605  0.1268
130 C 25.209 -7.293 9.786  -0.6351
131 F 25.233 -7.995 8.636  0.0897
132 F 26.439 -7.384 10.245  0.1339
133 F 24.954 -6.000 9.579  0.1111
134 S 23.965 -8.282 11.026  0.6955
135 O 24.723 -9.441 11.397  -0.2927
136 O 23.813 -7.399 12.169  -0.3350
137 N 22.429 -8.373 10.040  -0.3011
138 S 22.417 -9.848 9.529  0.5385
139 O 23.531 -10.350 8.704  -0.3468
140 O 22.115 -10.798 10.612  -0.3394
141 C 20.838 -9.883 8.433  -0.7176
142 F 20.868 -8.824 7.639  0.1068
143 F 20.692 -11.028 7.792  0.1654
144 F 19.811 -9.761 9.210  0.1540
145 C 19.006 -12.663 1.220  -0.7115
146 F 18.235 -12.093 0.380  0.1713
147 F 19.360 -13.798 0.642  0.1246
148 F 20.070 -11.890 1.361  0.1194
149 S 18.141 -13.041 2.966  0.6602
150 O 19.138 -12.893 3.970  -0.2968
151 O 17.030 -12.059 3.051  -0.3737
152 N 17.160 -14.457 2.836  -0.2592
153 S 18.220 -15.592 3.252  0.5471
154 O 19.597 -15.367 2.869  -0.3395
155 O 18.036 -15.916 4.636  -0.3041
156 C 17.686 -17.201 2.292  -0.5811
157 F 17.889 -18.285 3.069  0.1084
158 F 16.338 -17.154 2.009  0.0826
159 F 18.408 -17.292 1.166  0.1109
160 C 19.160 -9.270 4.395  -0.6219
161 F 19.574 -9.861 5.553  0.1321
162 F 19.828 -9.791 3.412  0.1649
163 F 17.876 -9.487 4.244  0.1707
164 S 19.580 -7.329 4.445  0.7033
165 O 19.249 -6.907 5.813  -0.3159
166 O 21.009 -7.279 4.083  -0.3543
167 N 18.669 -6.570 3.180  -0.3235
168 S 17.667 -5.595 3.920  0.6084
169 O 16.665 -6.296 4.789  -0.3199
170 O 18.290 -4.392 4.467  -0.3434
171 C 16.575 -4.959 2.349  -0.5459
172 F 17.323 -4.091 1.686  0.0914
173 F 16.257 -6.063 1.597  0.0832
174 F 15.404 -4.329 2.756  0.0974
175 C 12.738 -6.349 11.391  -0.7082
176 F 11.658 -6.477 10.700  0.1827
177 F 12.433 -6.062 12.673  0.1114
178 F 13.310 -7.504 11.388  0.1627
179 S 13.893 -4.825 10.974  0.6833
180 O 13.214 -3.683 11.582  -0.2835
181 O 15.191 -5.242 11.417  -0.2971
182 N 13.987 -4.815 9.264  -0.3135
183 S 14.468 -3.430 8.951  0.5653
184 O 13.411 -2.336 8.899  -0.3662
185 O 15.640 -3.012 9.766  -0.3604
186 C 14.955 -3.646 7.053  -0.6571
187 F 15.171 -2.509 6.388  0.1249
188 F 16.044 -4.443 6.992  0.0897
189 F 13.958 -4.261 6.485  0.1412
190 C 11.042 -12.377 4.709  -0.6015
191 F 9.751 -11.893 4.350  0.0422
192 F 11.639 -11.362 5.320  0.1145
193 F 10.911 -13.398 5.532  0.1471
194 S 11.834 -12.969 3.083  0.7225
195 O 12.250 -14.389 3.267  -0.3488
196 O 10.885 -12.600 2.021  -0.3327
197 N 13.497 -12.299 2.855  -0.2529
198 S 13.052 -10.870 2.231  0.5706
199 O 12.907 -10.958 0.756  -0.3577
200 O 12.051 -10.094 2.924  -0.3520
201 C 14.664 -9.747 2.423  -0.7047
202 F 15.124 -9.824 3.715  0.0748
203 F 15.555 -10.207 1.605  0.1446
204 F 14.344 -8.532 2.149  0.1539



No. 2
C2H6N2O3 | ωB97M-V/def2-TZVPD

The calculation puts the largest force on an atom at 2.179 eV Å⁻¹. The spin multiplicity is 1. Its total charge is 0. The calculation puts the frontier orbital gap (spin up / spin down) at 8.77 / 8.77 eV. The calculation puts the energy above the lowest of the compared OMol25 structures with the same formula, charge and spin at 6.070 eV. Its HOMO energy (spin up / spin down) is -0.3119 / -0.3116 Eh.

Each line ends with the Löwdin charge.
Geometry (Å):
1 C -2.782 -0.139 0.428  -0.3308
2 C -1.113 -1.475 -0.952  -0.0451
3 N -1.897 -0.552 -0.193  0.1215
4 N -3.961 2.633 -1.200  0.0196
5 O -3.660 0.360 1.008  0.1153
6 O 5.195 1.141 0.806  -0.0171
7 O -4.734 2.475 -0.175  -0.1424
8 H -0.686 -2.290 -0.466  0.0689
9 H -1.730 -1.717 -1.784  0.0882
10 H -0.264 -0.967 -1.307  0.0698
11 H 4.412 0.746 1.136  0.0142
12 H 4.944 1.628 0.060  0.0029
13 H -4.351 1.707 0.356  0.0348



No. 3
C9H12N2 | ωB97M-V/def2-TZVPD

The calculation puts the largest force on an atom at 6.297 eV Å⁻¹. The spin multiplicity is 1. Its total charge is 0. The calculation puts the frontier orbital gap at 8.97 eV. The calculation puts the energy above the lowest of the compared OMol25 structures with the same formula, charge and spin at 7.542 eV. Its HOMO energy is -0.3192 Eh.

Each line ends with the Löwdin charge.
Geometry (Å):
1 C 1.951 1.628 -1.827  -0.1904
2 C 1.052 1.768 0.450  -0.0844
3 C 1.611 -0.368 -0.517  -0.1352
4 C 0.766 -1.249 -0.088  -0.1073
5 C -0.580 -1.064 0.336  -0.2667
6 C -1.134 -2.025 1.261  0.0001
7 C -2.437 -1.942 1.709  -0.1864
8 C -2.818 -0.180 0.316  -0.1204
9 C -1.551 -0.304 -0.191  -0.0920
10 H 2.753 2.566 -1.083  0.1505
11 H 1.129 2.288 -2.895  0.1558
12 H 2.635 0.591 -2.413  0.1377
13 H 0.650 0.939 1.135  0.0980
14 H 0.233 2.484 0.172  0.1072
15 H 2.006 1.978 0.809  0.0427
16 H 2.711 -0.608 -0.616  0.1257
17 H 1.125 -2.361 0.103  0.1524
18 H -0.408 -2.873 1.513  0.1262
19 H -2.838 -2.552 2.431  0.0796
20 H -3.373 0.773 -0.028  0.1316
21 H -1.336 0.507 -1.050  0.1572
22 N 1.107 1.018 -0.849  -0.3371
23 N -3.255 -1.013 1.324  0.0554



No. 4
C16H17N | ωB97M-V/def2-TZVPD

As for the SMILES: Cc1c[nH]c2ccccc12.Cc1ccccc1. The calculation puts the largest force on an atom at 2.743 eV Å⁻¹. The spin multiplicity is 1. Its total charge is 0. The calculation puts the frontier orbital gap at 8.51 eV. The calculation puts the energy above the lowest of the compared OMol25 structures with the same formula, charge and spin at 1.094 eV. Its HOMO energy is -0.2857 Eh.

Each line ends with the Löwdin charge.
Geometry (Å):
1 C -0.455 -1.247 -4.628  -0.0506
2 C -0.512 -1.160 -3.136  -0.2292
3 C -0.502 0.010 -2.433  -0.0602
4 N -0.255 -0.248 -1.108  0.0754
5 C -0.036 -1.581 -0.928  -0.2122
6 C 0.049 -2.309 0.256  -0.0352
7 C 0.119 -3.675 0.162  -0.1002
8 C -0.115 -4.342 -1.082  -0.0991
9 C -0.285 -3.598 -2.229  -0.0374
10 C -0.249 -2.201 -2.183  -0.1346
11 H -0.717 -2.246 -4.965  0.0649
12 H 0.583 -1.173 -4.964  0.0830
13 H -1.122 -0.570 -5.146  0.0734
14 H -0.580 1.020 -2.811  0.1234
15 H -0.229 0.452 -0.379  0.1351
16 H -0.125 -1.814 1.200  0.1036
17 H 0.091 -4.317 1.037  0.0958
18 H 0.272 -5.344 -1.059  0.0911
19 H -0.558 -4.153 -3.121  0.1068
20 C -1.662 1.812 1.969  -0.0641
21 C -0.255 2.266 2.301  -0.2890
22 C 0.301 3.281 1.502  -0.0513
23 C 1.513 3.808 1.920  -0.0951
24 C 2.160 3.343 3.055  -0.0971
25 C 1.544 2.382 3.850  -0.0817
26 C 0.371 1.771 3.439  -0.0491
27 H -2.004 1.059 2.675  0.0705
28 H -1.909 1.265 1.048  0.0665
29 H -2.304 2.685 1.960  0.0796
30 H -0.325 3.557 0.663  0.1104
31 H 2.041 4.483 1.255  0.1010
32 H 3.178 3.652 3.193  0.0982
33 H 2.115 2.172 4.736  0.0979
34 H -0.138 0.961 3.951  0.1092



No. 5
CH7NOS2 | ωB97M-V/def2-TZVPD

As for the SMILES: NCO.SS. The calculation puts the largest force on an atom at 1.572 eV Å⁻¹. The spin multiplicity is 1. Its total charge is 0. The calculation puts the frontier orbital gap at 9.47 eV. The calculation puts the energy above the lowest of the compared OMol25 structures with the same formula, charge and spin at 0.105 eV. Its HOMO energy is -0.3282 Eh.

Each line ends with the Löwdin charge.
Geometry (Å):
1 N -0.915 -0.704 -0.778  -0.0022
2 C -1.077 0.758 -0.685  -0.3732
3 O -1.546 1.166 0.555  -0.0600
4 H -0.684 -0.900 -1.743  0.0697
5 H -1.844 -1.112 -0.660  0.0788
6 H -0.100 1.213 -0.888  0.1070
7 H -1.780 1.120 -1.438  0.1137
8 H -1.066 0.737 1.276  0.0544
9 S 1.488 -0.626 1.797  0.2172
10 S 2.871 0.094 0.554  0.2130
11 H 0.715 -1.256 0.892  -0.2151
12 H 3.939 -0.492 1.119  -0.2035



No. 6
C4H12 | ωB97M-V/def2-TZVPD

The calculation puts the largest force on an atom at 5.719 eV Å⁻¹. The spin multiplicity is 2. Its total charge is +1. The calculation puts the frontier orbital gap (spin up / spin down) at 13.64 / 3.82 eV. The calculation puts the energy above the lowest of the compared OMol25 structures with the same formula, charge and spin at 1.553 eV. Its HOMO energy (spin up / spin down) is -0.6105 / -0.5655 Eh.

Each line ends with the Löwdin charge.
Geometry (Å):
1 C 0.592 1.718 0.029  -0.0372
2 C 1.773 1.628 1.113  -0.0529
3 H 0.657 0.889 -0.655  0.0744
4 H -0.197 1.345 0.528  0.0285
5 H 0.622 2.709 -0.449  0.1080
6 H 1.978 2.595 1.592  0.1045
7 H 2.696 1.427 0.680  0.0604
8 H 1.569 0.804 1.757  0.0642
9 C -0.664 -1.341 -1.067  -0.0528
10 C -1.725 -1.886 -0.202  -0.0511
11 H 0.280 -1.584 -0.679  0.0971
12 H -0.620 -1.654 -2.169  0.1908
13 H -0.884 -0.337 -1.080  0.0563
14 H -2.091 -2.931 -0.263  0.1549
15 H -2.681 -1.375 0.041  0.1148
16 H -1.306 -2.008 0.823  0.1402